# 1
ORCA calculation (ωB97M-V/def2-TZVPD) on a cluster of 8 separate species, C21H58BCl2N2O16P2S in total.

Geometry (Å):
Cl1 0.64077 -6.11945 2.17571
Cl2 2.82059 0.76620 1.51707
S1 3.44470 0.04982 -1.20413
P1 1.52906 -3.88568 -0.97632
P2 -0.83520 -1.67274 -1.86864
O1 2.64153 -2.98890 -1.93090
O2 2.82030 -1.72408 0.72446
O3 -0.05566 2.21966 0.01686
O4 -4.56542 3.61846 -1.53809
O5 -0.99997 -6.02471 0.11782
O6 0.60091 1.34831 -2.11958
O7 1.25494 -3.09827 3.74096
O8 2.51915 -5.09559 -0.22246
O9 3.82037 1.52385 -1.09516
O10 0.84563 5.03271 -4.52013
O11 5.63351 -1.73126 2.03820
O12 -7.10025 6.19943 1.05915
O13 -0.76295 -3.78790 7.71362
O14 -1.69723 3.65992 -3.09294
O15 3.03805 -0.20096 -2.61004
O16 3.21379 -2.01848 -4.97773
N1 0.70862 -4.71023 -2.04406
N2 -0.04057 -1.54937 -0.25832
C1 1.76292 6.10529 -4.68761
C2 -8.39007 5.63170 0.87807
C3 0.76788 4.09462 1.38830
C4 0.76197 -0.32074 0.04936
C5 1.76179 -2.50231 1.37171
C6 6.06634 -1.75959 3.39306
C7 0.16992 -2.93786 4.69050
C8 2.71479 -3.31594 -5.26325
C9 -1.92603 5.04682 -2.88181
C10 -2.20693 -0.33526 -2.09602
C11 2.35225 -0.48337 0.18392
C12 0.57822 -2.83951 0.28853
C13 -2.05352 -3.29788 8.05301
C14 -1.97192 -3.17484 -2.06042
C15 0.84278 3.35724 -0.05811
C16 5.08143 -0.84854 -0.96529
C17 1.32091 -1.96937 2.80898
C18 -0.58022 -3.69900 1.04292
C19 -2.97226 0.00650 -0.71591
C20 -0.43250 -5.28352 0.92156
C21 -5.19728 4.61081 -0.73750
B1 0.47532 1.07465 -0.71885
H1 0.92160 3.28323 2.19104
H2 3.50372 -3.04293 -1.43984
H3 -2.02795 -2.20743 8.12302
H4 -6.13965 4.89232 -1.20602
H5 5.26998 -1.13599 0.11977
H6 -1.42606 5.62380 -3.66175
H7 -3.02773 -0.70300 -2.81873
H8 -5.39529 4.20990 0.25896
H9 -1.81100 0.61534 -2.57701
H10 -2.99984 5.24631 -2.89817
H11 -7.21759 7.15448 1.13435
H12 0.55694 4.11018 -0.87514
H13 6.96606 -2.37032 3.46171
H14 -0.22524 4.61562 1.57041
H15 -0.06749 2.02525 -2.38473
H16 0.85819 -5.72081 -1.96552
H17 2.30416 -3.48742 1.65198
H18 5.91027 -0.09987 -1.25144
H19 0.28797 -1.49015 2.74694
H20 5.28505 -2.19547 4.02074
H21 -8.28851 4.54978 0.78972
H22 2.55322 5.81008 -5.38189
H23 -2.31032 0.47707 0.08365
H24 1.94175 3.10102 -0.20740
H25 1.65920 4.81278 1.50968
H26 5.17233 -1.70695 -1.70990
H27 -0.23632 -1.88051 4.79460
H28 1.62376 -3.31571 -5.19430
H29 1.34234 4.28713 -4.16030
H30 -0.67337 -3.49558 2.15710
H31 -1.92644 -3.47452 -3.17316
H32 -8.84305 6.02760 -0.03435
H33 -2.75726 -3.59261 7.27436
H34 1.22878 6.96422 -5.09401
H35 -2.37124 -3.72496 9.00687
H36 -4.55297 5.49055 -0.66455
H37 2.19709 6.37424 -3.72127
H38 3.13256 -4.03691 -4.55546
H39 -3.08842 -2.96292 -1.85852
H40 -0.88488 -1.47666 0.36611
H41 -3.51593 -0.94012 -0.38987
H42 4.83687 -1.18500 2.00676
H43 -3.77413 0.79019 -0.98820
H44 2.75342 -5.74563 -0.91804
H45 -1.71722 -4.09118 -1.45035
H46 -3.73516 3.38752 -1.10270
H47 0.56805 -3.24847 5.71905
H48 -1.63629 -3.45111 0.64383
H49 0.44901 -0.05027 1.13723
H50 6.29215 -0.74496 3.72936
H51 3.01164 -3.59177 -6.27548
H52 -2.06468 3.43952 -3.95806
H53 -0.63349 -3.71686 4.42512
H54 -0.16089 -3.51442 8.41709
H55 -1.52084 5.32777 -1.90885
H56 2.08524 -1.25420 3.29411
H57 -9.02076 5.86591 1.73906
H58 2.93823 -1.79776 -4.07808

Cartesian forces (eV/Å) of the 3 atoms listed first:
Cl -0.948 1.281 -0.930
Cl -0.480 -0.522 -0.821
S 4.485 4.146 -5.305

## Properties
Total charge: +1
DFT total energy: -4173.9027 a.u.
HOMO level: -0.4180 Eh

Atomic partial charges in e from the Mulliken method, atoms 1 to 6: atom 1 (Cl): -0.1212, atom 2 (Cl): -0.0243, atom 3 (S): 1.7656, atom 4 (P): 0.7262, atom 5 (P): 0.2461, atom 6 (O): -0.2363

=====

# 2
ORCA calculation (ωB97M-V/def2-TZVPD) on a cluster of 11 separate species, C42H116N10O11 in total.

Geometry (Å):
O1 3.98512 0.70784 0.53358
O2 2.28527 0.67796 5.63011
O3 -3.64672 -0.71205 -2.47735
O4 -2.01121 4.75523 -1.21721
O5 0.42887 -1.19593 -0.51899
O6 2.43426 6.00599 2.11627
O7 1.97054 -2.73867 -4.51003
O8 -1.21819 -5.52921 0.76572
O9 2.02570 1.99662 -4.23046
O10 -5.27719 -2.81370 2.88929
O11 3.53128 -5.53601 -1.13813
N1 3.07071 2.51124 -1.49049
N2 -5.03166 0.49356 -0.19202
N3 2.53585 -3.70801 -8.05890
N4 -0.16561 1.42938 0.49518
N5 -3.74919 0.60892 2.71137
N6 -2.27579 3.68098 1.49244
N7 -0.31016 6.57702 -0.23254
N8 4.35434 3.58026 1.30829
N9 -4.79509 -4.77341 0.96682
N10 0.51616 -1.59176 5.85083
C1 -5.43012 -0.74313 -0.78027
C2 0.59500 -2.60739 -0.38219
C3 2.65419 3.20388 -3.78586
C4 0.53613 5.83968 0.65081
C5 -2.69564 -1.27038 3.77096
C6 3.76838 -5.67907 0.23414
C7 1.74905 6.74773 1.09988
C8 4.90502 1.17890 1.52386
C9 -3.71199 5.56140 1.05919
C10 -3.51605 -5.02865 0.37147
C11 -3.39620 4.15526 0.66633
C12 3.72443 2.82197 -2.70788
C13 3.02635 2.29534 2.89171
C14 2.80423 -0.66159 5.52272
C15 -6.51827 -3.38097 3.32634
C16 2.27144 -3.92447 -6.61217
C17 -5.09171 -0.74571 -2.30848
C18 -0.51500 1.29285 -1.89409
C19 3.14032 1.53516 6.38101
C20 -0.98249 0.76812 -0.52241
C21 4.38634 2.46703 2.17481
C22 -3.10919 -1.00574 -3.71265
C23 2.52897 -2.65416 -5.84632
C24 -2.44030 -5.36835 1.42285
C25 -6.87241 -1.05790 -0.54923
C26 -3.80850 -0.86951 2.74633
C27 4.61602 1.62376 -3.05689
C28 1.18784 -1.02222 3.61538
C29 -1.86860 4.85924 -2.61875
C30 0.97502 2.14893 -5.23534
C31 -5.24816 -1.38270 3.07883
C32 1.02801 4.63090 -0.11651
C33 3.61218 6.51344 2.64703
C34 -0.08307 -5.56756 1.61086
C35 3.50447 -7.05237 0.80200
C36 2.41403 -1.76672 -3.63618
C37 -3.26581 -3.81860 -0.55859
C38 -3.12450 4.00222 -0.78257
C39 1.64788 -1.54945 4.93632
C40 4.30819 -0.58392 -0.04729
C41 -0.90762 -0.78672 -0.31491
C42 3.03290 -5.11592 -6.04374
H1 -1.40156 3.96709 1.07535
H2 3.86773 6.04603 3.59799
H3 3.04474 -4.96697 0.63082
H4 -2.88538 6.22098 0.79505
H5 2.51502 6.98037 0.36011
H6 0.20427 4.06351 -0.54969
H7 1.94325 -1.86712 -2.65823
H8 4.18595 1.32940 6.15206
H9 -6.44610 -4.40444 3.69431
H10 -1.14775 6.04947 -0.43311
H11 -2.98740 -0.06326 -4.24651
H12 -3.50577 -1.25249 1.77177
H13 -4.71067 -3.98799 1.59617
H14 -2.63252 5.54147 -2.99168
H15 3.68432 -7.04968 1.87705
H16 -4.18035 0.80255 -0.63909
H17 -5.01352 -5.48022 1.65443
H18 -0.00815 5.53961 1.54625
H19 -2.37806 -4.61693 2.21000
H20 4.89655 -0.36195 -0.93762
H21 -1.17163 1.18701 -2.75764
H22 2.06889 -2.87798 -8.39520
H23 -0.29234 -6.39649 2.28701
H24 -2.89460 -0.87901 4.76863
H25 2.48028 -7.34844 0.57510
H26 4.09719 -6.15282 -1.60812
H27 -0.10395 -3.12935 -1.03573
H28 0.12240 2.71062 -4.85371
H29 -0.86442 5.28316 -2.62207
H30 -0.34491 2.36830 -1.94506
H31 3.88973 4.36278 1.74637
H32 2.81590 2.57189 6.29130
H33 -7.03769 -2.83185 4.11168
H34 -5.46528 0.11642 -2.86101
H35 2.25619 2.12302 2.13987
H36 -2.01671 3.91274 -3.13867
H37 4.27090 3.71588 -2.40720
H38 0.83773 -5.75987 1.06018
H39 0.42483 0.73884 0.93638
H40 1.85907 3.87763 -3.46658
H41 2.06407 -1.81912 -6.37044
H42 -4.84679 0.35676 0.79146
H43 -2.50407 -2.34333 3.75842
H44 -4.12441 -3.64198 -1.20646
H45 -1.51307 -1.27694 -1.07730
H46 -2.13868 2.72596 1.19374
H47 3.71427 -0.67238 4.92288
H48 -5.55990 -1.62869 -2.74349
H49 -4.48542 5.95825 0.40161
H50 4.75279 -5.28169 0.48139
H51 3.60039 -2.45428 -5.86126
H52 -1.75975 -0.82966 3.42745
H53 4.12062 -5.07715 -6.10243
H54 0.45545 0.83994 -2.09710
H55 5.83999 1.28115 0.97295
H56 -5.35023 -1.03144 4.10562
H57 -4.02347 4.21060 -1.36268
H58 -7.08278 -1.17308 0.51406
H59 0.43127 2.14291 0.10187
H60 -1.97546 1.12200 -0.24511
H61 0.27490 -0.63082 6.04699
H62 3.11583 1.31400 7.44805
H63 -7.24435 -3.41653 2.51415
H64 4.99054 1.86414 -4.05190
H65 1.61284 -2.93614 -0.59202
H66 4.94434 -1.19831 0.58984
H67 2.06347 -1.07382 2.96832
H68 2.24700 -0.75321 -4.00088
H69 -4.79031 -1.53043 -0.38166
H70 5.00974 0.46393 2.33993
H71 -7.18340 -2.01355 -0.97126
H72 -2.68690 -6.33660 1.85849
H73 0.29530 -2.90432 0.62286
H74 5.44554 1.44301 -2.37327
H75 -4.04164 5.68548 2.09071
H76 0.92492 0.03559 3.60941
H77 -1.20251 -0.99866 0.71281
H78 0.07919 6.66376 -1.16042
H79 3.10091 1.46695 3.59619
H80 1.71964 4.83571 -0.93369
H81 1.21478 -4.18383 -6.54656
H82 -2.09135 -1.37790 -3.59608
H83 2.63018 3.13892 3.45698
H84 2.45170 1.77752 -1.80442
H85 -7.49330 -0.21475 -0.85206
H86 -3.13888 -2.94836 0.08538
H87 -5.99672 -0.91361 2.44030
H88 1.98120 -4.46708 -8.42805
H89 -3.73731 -1.63818 -4.34001
H90 -2.79476 0.92865 2.62800
H91 5.05665 2.60609 3.02302
H92 3.44404 -1.15162 -0.39235
H93 0.10269 -4.63270 2.13967
H94 2.65588 -5.29016 -5.03597
H95 4.01917 0.71172 -3.04907
H96 1.39236 7.68480 1.52741
H97 2.83078 -6.04826 -6.57098
H98 0.90705 -1.66942 6.77888
H99 1.98678 -2.57034 4.76018
H100 3.14390 -1.02653 6.49202
H101 1.49727 3.90716 0.54990
H102 -4.26456 3.51540 0.82330
H103 -2.34242 -3.87510 -1.13500
H104 0.44456 -1.66479 3.14341
H105 -4.11711 1.05523 3.53935
H106 3.68164 2.11288 -0.79178
H107 0.69951 1.19257 -5.67982
H108 3.72958 3.32104 0.55824
H109 -3.57132 -5.91958 -0.25406
H110 3.48518 -1.84926 -3.45203
H111 -2.92834 2.94406 -0.95559
H112 4.12157 -7.76574 0.25575
H113 3.01027 3.68244 -4.69816
H114 3.42612 7.55963 2.88985
H115 4.45959 6.41636 1.96837
H116 1.34947 2.75398 -6.06105

Cartesian forces (eV/Å) of the 3 atoms listed first:
O -0.738 -1.270 0.433
O 0.502 -0.396 0.397
O -1.184 -0.625 2.003

## Properties
DFT total energy: -3044.7092 a.u.
Relative energy (zero: lowest compared OMol25 entry of this formula, charge and spin): 78.7 kcal/mol
SMILES: COC[C@H](C)N.COC[C@H](C)N.COC[C@H](C)N.COC[C@H](C)N.COC[C@H](C)N.COC[C@H](C)N.COC[C@H](C)N.COC[C@H](C)N.COC[C@H](C)N.COC[C@H](C)N.CCO
HOMO level: -0.3079 Eh

Atomic partial charges in e from the Mulliken method, atoms 1 to 6: atom 1 (O): 0.2397, atom 2 (O): -0.3030, atom 3 (O): 0.1954, atom 4 (O): -0.2249, atom 5 (O): 0.8143, atom 6 (O): -0.1840

=====

# 3
ORCA calculation (ωB97M-V/def2-TZVPD) on the molecule C19H19N3O3S.

Geometry (Å):
S1 -5.88333 0.43495 -1.56663
O1 -4.20979 -1.18970 0.22545
O2 0.95889 -0.56937 -2.38146
O3 -0.98054 -2.46867 1.22419
N1 2.34610 -1.59405 -0.90157
N2 0.22872 -2.24248 0.66718
N3 4.88173 0.71453 -0.99865
C1 -1.35949 -1.41252 -0.68236
C2 4.92988 -1.05628 0.58913
C3 -4.57514 2.39859 -0.19640
C4 -4.74861 1.03221 -0.33449
C5 -7.03070 -0.53617 -0.54003
C6 5.76289 -0.30966 1.40740
C7 -4.00049 0.14558 0.44927
C8 -3.11632 0.66104 1.38745
C9 1.14329 -1.19062 -1.35641
C10 3.59071 -1.24343 -1.54583
C11 0.02770 -1.61317 -0.46650
C12 4.50942 -0.49512 -0.61146
C13 6.14609 0.95485 0.99885
C14 5.68190 1.43312 -0.22515
C15 6.06498 2.78835 -0.72935
C16 -3.36425 -2.12352 0.84053
C17 -2.95795 2.03079 1.52260
C18 -1.93779 -1.97624 0.41839
C19 -3.67698 2.90305 0.72736
H1 -1.82144 -0.92775 -1.51497
H2 3.34758 -0.60718 -2.39929
H3 -6.52021 -1.40405 -0.13780
H4 2.37220 -2.07825 -0.01652
H5 4.62126 -2.05102 0.87348
H6 7.14273 2.84641 -0.87299
H7 -5.15041 3.05787 -0.82749
H8 -3.54459 3.96901 0.82676
H9 5.56696 2.97605 -1.67548
H10 5.77832 3.55488 -0.01159
H11 6.79390 1.56447 1.61028
H12 -3.74411 -3.09995 0.51678
H13 4.08996 -2.15381 -1.90139
H14 -7.41559 0.09437 0.25573
H15 -7.83646 -0.84207 -1.19907
H16 -2.25928 2.40944 2.25316
H17 -2.53154 0.00464 2.01277
H18 6.10928 -0.71163 2.34889
H19 -3.42948 -2.07750 1.93721

Cartesian forces (eV/Å) of the 3 atoms listed first:
S -0.014 -0.047 0.096
O 0.061 0.292 -0.144
O -0.252 0.078 -0.059

## Properties
DFT total energy: -1523.5670 a.u.
Relative energy (zero: lowest compared OMol25 entry of this formula, charge and spin): 65.6 kcal/mol
SMILES: CSc1ccccc1OCc1cc(C(=O)NCc2cccc(C)n2)no1
HOMO level: -0.3083 Eh

Atomic partial charges in e from the Mulliken method, atoms 1 to 6: atom 1 (S): -0.0951, atom 2 (O): -0.3217, atom 3 (O): -0.6765, atom 4 (O): -0.2097, atom 5 (N): -0.0989, atom 6 (N): -0.5279

=====

Largest force on an atom / eV Å⁻¹: 8.09; 2.41; 1.12